The following is a DFT calculation (ωB97M-V/def2-TZVPD) of 3 unconnected molecules or ions with the total composition C31H42F15N3O4Si at a distorted geometry.

Its LUMO energy is -0.95 eV. As for the SMILES: CCO[C@@H]1CNC(=O)[C@]1(CCC(F)(F)C(F)(F)C(F)(F)C(F)(F)C(F)(F)C(F)(F)F)C(F)(F)CC[Si](C)(C)c1ccccc1.CNC(C)=O.CNC(C)=O. The energy comes out at -3458.43770 hartree. The value obtained for the HOMO-LUMO gap is 7.587 eV.

Last column: Löwdin charge in e.
Cartesian coordinates (Å):
Si (-5.44, 1.21, 4.09)  0.523
F (3.23, -2.28, 0.93)  0.044
F (1.52, -0.50, 0.23)  -0.016
F (1.89, -1.41, -1.93)  -0.021
F (1.66, -4.34, -1.94)  0.029
F (-5.00, 0.01, -0.50)  -0.025
F (7.63, -5.17, 0.21)  0.015
F (4.19, -5.32, -2.32)  0.027
F (4.39, -2.95, -2.17)  0.055
F (1.20, -3.48, 1.23)  0.017
F (7.10, -4.98, -2.11)  0.054
F (6.14, -6.80, -0.70)  0.058
F (4.92, -4.68, 1.10)  0.058
F (2.28, -5.44, 0.07)  0.032
F (-4.37, -1.70, 1.07)  -0.017
F (5.99, -2.99, -0.20)  0.017
O (-2.50, 1.91, -1.20)  -0.210
O (-0.74, 2.22, -4.84)  -0.003
O (-3.85, -2.74, -1.68)  -0.028
O (12.90, -1.70, 2.25)  0.018
N (10.71, -1.61, 1.80)  -0.003
N (-0.03, 1.61, -6.88)  0.006
N (-3.27, -0.78, -3.05)  0.028
C (-7.20, 0.37, 4.36)  -0.240
C (9.41, -2.11, 1.38)  -0.084
C (-2.16, 0.26, -2.95)  -0.112
C (-1.36, 2.85, -1.41)  -0.226
C (-3.29, -1.50, -1.73)  -0.216
C (-0.28, -2.08, -0.86)  -0.059
C (-5.67, 3.04, 4.76)  -0.212
C (-1.32, -1.52, 0.27)  -0.082
C (-7.33, 5.36, 5.33)  -0.073
C (-5.14, 1.28, 2.19)  -0.253
C (2.14, -2.93, 0.18)  -0.101
C (0.19, 1.74, -8.30)  -0.078
C (-6.07, 6.19, 6.02)  -0.073
C (11.89, -2.29, 1.87)  -0.550
C (-1.14, 3.79, -6.60)  -0.005
C (6.52, -5.37, -0.80)  -0.130
C (-4.09, 0.28, 5.10)  -0.236
C (-4.42, 3.90, 5.42)  -0.078
C (-1.95, 4.23, -2.11)  -0.082
C (11.90, -3.74, 1.49)  -0.015
C (-7.14, 3.83, 4.71)  -0.057
C (-4.60, 5.42, 6.03)  -0.081
C (-0.63, 2.50, -6.03)  -0.523
C (-1.94, 0.54, -1.32)  -0.215
C (5.31, -4.33, -0.28)  -0.085
C (-3.93, -0.40, 0.48)  -0.216
C (-3.70, 0.69, 1.68)  -0.123
C (-2.59, -0.69, -0.45)  -0.142
C (4.09, -4.16, -1.35)  -0.086
C (1.30, -1.75, -0.59)  -0.160
C (2.58, -4.20, -0.75)  -0.066
H (-1.90, 3.60, -7.36)  0.089
H (-4.16, -0.23, -3.17)  0.133
H (9.08, -1.52, 0.53)  0.084
H (10.78, -0.64, 2.07)  0.143
H (-1.58, 4.39, -5.80)  0.077
H (-0.56, 2.42, -2.19)  0.124
H (-7.24, -0.73, 3.92)  0.052
H (-0.31, 0.91, -8.80)  0.086
H (-1.15, -0.22, -3.37)  0.121
H (11.23, -4.31, 2.14)  0.085
H (-3.37, 3.35, 5.45)  0.083
H (-1.85, -2.45, 0.79)  0.143
H (-3.04, 0.75, 4.89)  0.041
H (-0.84, -0.91, 1.14)  0.134
H (1.27, 1.67, -8.48)  0.085
H (0.28, 0.76, -6.42)  0.145
H (-4.36, 0.44, 6.25)  0.068
H (11.60, -3.85, 0.44)  0.085
H (-7.46, 0.29, 5.50)  0.050
H (12.91, -4.14, 1.60)  0.086
H (-2.32, 1.29, -3.52)  0.131
H (-0.79, 3.12, -0.42)  0.127
H (-6.08, 0.80, 1.68)  0.098
H (-1.64, 4.21, -3.26)  0.061
H (9.45, -3.17, 1.11)  0.064
H (-0.18, 2.69, -8.69)  0.077
H (-0.31, 4.36, -7.03)  0.089
H (-3.06, 1.63, 1.33)  0.139
H (-1.40, 5.15, -1.62)  0.079
H (-8.37, 5.93, 5.32)  0.079
H (-6.22, 7.26, 6.47)  0.078
H (-3.11, 4.22, -1.96)  0.089
H (-4.12, -0.86, 4.84)  0.056
H (-0.52, -1.77, -1.96)  0.131
H (-0.84, 0.65, -0.94)  0.143
H (-5.18, 2.44, 1.89)  0.104
H (-3.66, 5.97, 6.50)  0.080
H (-8.10, 3.33, 4.25)  0.072
H (-0.38, -3.27, -0.83)  0.149
H (8.72, -1.97, 2.21)  0.085
H (-8.06, 0.96, 3.78)  0.047
H (-3.06, 0.16, 2.51)  0.109

=====

The following is a DFT calculation (ωB97M-V/def2-TZVPD) of a molecular structure, C31H42N2NaO2P2S.

Its net charge is +1. Its LUMO energy is -2.58 eV. The energy comes out at -2709.57094 hartree. The value obtained for the HOMO-LUMO gap is 8.310 eV.

Last column: Löwdin charge in e.
Cartesian coordinates (Å):
S (0.91, 1.90, 2.09)  0.660
P (-1.08, 2.24, -1.70)  0.895
P (-2.32, -0.45, -0.27)  0.899
Na (0.33, 0.37, -0.10)  0.006
O (1.42, -1.35, -0.46)  -0.054
O (5.07, -0.33, 3.28)  0.129
N (3.28, 0.83, 2.58)  0.110
N (3.27, 2.75, 1.26)  0.033
C (6.30, 4.17, 5.00)  -0.061
C (-3.92, -0.55, -4.07)  -0.065
C (-3.59, -0.85, -2.75)  -0.089
C (4.55, 0.76, 3.19)  -0.397
C (0.66, -2.23, 2.13)  -0.029
C (5.12, 1.98, 3.80)  -0.174
C (4.66, 1.42, -0.30)  -0.220
C (-2.58, 1.42, -3.93)  -0.091
C (-0.39, -5.75, 1.29)  -0.239
C (0.73, -4.86, -0.67)  -0.196
C (3.69, 1.55, -1.46)  -0.091
C (7.09, 3.13, 4.55)  -0.056
C (4.92, 4.12, 4.86)  -0.057
C (1.50, -2.54, -0.74)  -0.141
C (0.88, -3.63, 0.00)  -0.104
C (-3.16, -2.04, 0.01)  -0.284
C (0.07, -5.90, -0.01)  0.006
C (-2.22, 1.12, -2.62)  -0.385
C (-0.19, -4.54, 1.94)  0.001
C (-2.09, 3.74, -1.50)  -0.258
C (-3.42, 0.59, -4.66)  -0.065
C (4.33, 3.03, 4.25)  -0.023
C (-1.09, -6.88, 1.98)  -0.033
C (1.20, -5.11, -2.07)  -0.041
C (-3.40, 0.69, 0.68)  -0.258
C (0.44, -3.47, 1.33)  -0.182
C (6.51, 2.02, 3.96)  -0.015
C (4.60, 2.61, 0.64)  -0.153
C (2.60, 1.85, 1.97)  -0.845
C (0.09, 2.77, -3.01)  -0.279
C (-2.75, -0.02, -2.01)  -0.376
H (5.69, 1.34, -0.67)  0.121
H (2.66, 1.62, -1.10)  0.049
H (0.55, -2.44, 3.19)  0.092
H (5.38, 2.59, 1.41)  0.108
H (3.25, 2.98, 4.17)  0.110
H (-3.67, 0.84, -5.68)  0.110
H (4.74, 3.54, 0.09)  0.133
H (-0.52, -4.44, 2.97)  0.126
H (-1.03, -7.80, 1.41)  0.080
H (6.76, 5.03, 5.47)  0.110
H (2.70, 3.52, 0.94)  0.131
H (8.16, 3.17, 4.67)  0.110
H (-1.48, 4.54, -1.06)  0.046
H (-2.15, -6.65, 2.13)  0.091
H (-4.24, -2.00, -0.17)  0.049
H (-0.06, -6.84, -0.52)  0.120
H (-4.01, -1.74, -2.31)  0.087
H (2.28, -4.95, -2.18)  0.089
H (4.47, 0.49, 0.25)  0.104
H (2.05, -2.82, -1.65)  0.130
H (3.74, 0.70, -2.13)  0.080
H (-2.72, -2.82, -0.61)  0.044
H (0.61, 1.90, -3.42)  0.046
H (4.31, 4.93, 5.23)  0.110
H (0.84, 3.43, -2.57)  0.037
H (-0.66, -7.06, 2.97)  0.090
H (-2.98, 1.70, 0.69)  0.017
H (-2.92, 3.54, -0.82)  0.034
H (-2.49, 4.09, -2.45)  0.050
H (7.10, 1.18, 3.62)  0.124
H (1.65, -1.80, 1.96)  0.072
H (-3.00, -2.32, 1.06)  0.042
H (0.70, -4.47, -2.79)  0.091
H (-4.41, 0.73, 0.27)  0.057
H (1.00, -6.14, -2.35)  0.081
H (3.88, 2.45, -2.04)  0.083
H (-0.07, -1.45, 1.87)  0.059
H (-3.44, 0.34, 1.71)  0.045
H (-0.39, 3.30, -3.83)  0.037
H (2.71, 0.02, 2.78)  0.122
H (-4.57, -1.21, -4.62)  0.111
H (-2.19, 2.31, -4.41)  0.096

=====

The following is a DFT calculation (ωB97M-V/def2-TZVPD) of C31H42N4O3 in the gas phase.

Its LUMO energy is 0.72 eV. As for the SMILES: C[C@@H](CN1C2=NC[C@H](Cc3ccc(O)cc3)N2C[C@H]1Cc1ccc(O)cc1)NC(=O)CCC1CCCCC1. The energy comes out at -1651.29675 hartree. The value obtained for the HOMO-LUMO gap is 8.807 eV.

Last column: Löwdin charge in e.
Cartesian coordinates (Å):
O (-2.83, -0.61, 1.89)  0.052
O (5.18, 0.59, 0.00)  0.040
O (5.21, -1.86, 1.68)  0.036
N (-4.16, -1.15, 0.14)  0.092
N (-2.65, 0.04, -2.33)  0.094
N (-1.75, -1.83, -1.09)  0.002
N (-0.43, -0.20, -1.89)  0.017
C (-0.53, 1.20, -2.22)  -0.256
C (3.41, -3.19, 0.92)  -0.008
C (0.43, 2.35, 2.03)  -0.206
C (0.61, 1.66, -3.14)  -0.094
C (-0.40, 4.44, 0.92)  -0.200
C (3.37, 2.00, -0.58)  -0.004
C (2.28, 2.28, -1.37)  -0.037
C (-1.72, -0.68, -1.80)  -0.384
C (-3.45, 2.17, 1.73)  -0.150
C (3.86, -2.07, 1.60)  -0.328
C (2.95, -1.19, 2.16)  -0.009
C (-5.02, -3.42, -0.02)  -0.046
C (2.05, -3.39, 0.75)  -0.035
C (-4.06, 1.16, 0.77)  -0.099
C (-2.00, 2.55, 1.39)  -0.322
C (4.14, 0.87, -0.83)  -0.319
C (-1.96, 1.22, -2.85)  -0.150
C (1.59, -1.40, 1.99)  -0.035
C (2.71, 0.35, -2.69)  -0.055
C (0.32, -0.79, -0.82)  -0.066
C (1.13, -2.48, 1.25)  -0.244
C (3.81, 0.06, -1.91)  -0.021
C (-3.78, -2.54, 0.09)  -0.345
C (-2.83, -2.76, -1.10)  -0.097
C (-1.00, 1.99, 2.40)  -0.164
C (-3.58, -0.27, 0.99)  -0.471
C (1.91, 1.45, -2.42)  -0.244
C (-0.41, -2.13, -0.61)  -0.217
C (-1.83, 4.07, 1.30)  -0.170
C (0.59, 3.87, 1.93)  -0.202
C (-0.32, -2.58, 0.86)  -0.089
H (4.42, -0.82, -2.12)  0.118
H (1.12, 1.96, 2.78)  0.106
H (0.89, -0.71, 2.42)  0.108
H (-0.18, 4.05, -0.07)  0.092
H (1.69, 3.17, -1.16)  0.106
H (-0.30, 5.53, 0.88)  0.109
H (-2.52, 2.12, -2.58)  0.103
H (-2.52, 4.48, 0.56)  0.115
H (5.38, -1.03, 2.14)  0.104
H (3.64, 2.64, 0.25)  0.116
H (-1.91, 1.16, -3.94)  0.109
H (0.26, -0.17, 0.09)  0.126
H (-3.25, -2.74, 1.03)  0.137
H (1.71, -4.26, 0.20)  0.117
H (-5.68, -3.25, 0.82)  0.080
H (0.46, 2.72, -3.38)  0.124
H (-1.75, 2.13, 0.41)  0.121
H (-3.48, 1.75, 2.74)  0.118
H (2.46, -0.30, -3.51)  0.120
H (1.61, 4.12, 1.63)  0.100
H (-3.83, 1.43, -0.27)  0.106
H (5.58, -0.25, -0.24)  0.100
H (-4.73, -4.47, -0.03)  0.077
H (-4.59, -0.78, -0.70)  0.137
H (0.69, 1.90, 1.07)  0.085
H (-3.40, -2.62, -2.03)  0.131
H (3.30, -0.33, 2.71)  0.118
H (0.58, 1.08, -4.06)  0.120
H (4.13, -3.89, 0.52)  0.116
H (-0.51, 1.81, -1.30)  0.124
H (0.41, 4.32, 2.91)  0.114
H (1.37, -0.93, -1.07)  0.117
H (-0.94, -1.92, 1.47)  0.102
H (-2.07, 4.52, 2.27)  0.123
H (-5.15, 1.16, 0.88)  0.123
H (-1.12, 0.91, 2.46)  0.091
H (-0.69, -3.60, 0.96)  0.122
H (-4.07, 3.07, 1.73)  0.110
H (-1.23, 2.41, 3.39)  0.126
H (-2.44, -3.78, -1.08)  0.133
H (0.05, -2.91, -1.25)  0.154
H (-5.56, -3.20, -0.94)  0.078